1.
Density functional theory data (the ωB97M-V functional and the def2-TZVPD basis) for C2H4N2S as an isolated structure in a non-equilibrium geometry.

Calculated values
lowest unoccupied orbital energy (spin up / spin down) = 0.0191 / -0.1393 hartree

```
! wB97M-V def2-TZVPD RIJCOSX def2/J DEFGRID3
* xyz 0 3
C 1.72 0.02 -0.07
C -0.23 0.02 0.25
N 2.85 0.19 -0.12
N -0.92 0.89 -0.58
S -0.74 -1.66 -0.15
H -0.25 0.34 1.36
H -0.76 1.88 -0.33
H -1.54 0.60 -1.27
H -0.13 -2.27 0.91
*
```

Here are the Löwdin charges for atoms 1 to 6, given in e:
1. C -0.243
2. C -0.754
3. N 0.035
4. N 0.009
5. S 0.769
6. H 0.114

=====

2.
Density functional theory data (the ωB97M-V functional and the def2-TZVPD basis) for C60H155F6N13O17Sr2 as an isolated structure in a non-equilibrium geometry.

Calculated values
lowest unoccupied orbital energy = -0.2128 hartree

```
! wB97M-V def2-TZVPD RIJCOSX def2/J DEFGRID3
* xyz 2 1
Sr 0.32 3.74 -3.42
Sr -0.09 4.18 0.76
C -3.28 2.39 -3.38
O -2.54 1.17 -3.67
O -2.24 3.31 -3.23
C -4.57 2.75 -4.28
F -4.39 2.68 -5.62
F -5.57 1.90 -3.94
F -5.07 3.94 -4.06
C -3.31 -0.10 -3.88
C -2.21 -1.06 -4.21
H -2.64 -1.90 -4.76
H -1.53 -0.74 -5.00
H -1.61 -1.52 -3.43
H -4.05 0.03 -4.67
H -3.79 -0.22 -2.91
H -3.71 2.15 -2.41
C 0.09 1.09 -0.35
O 0.50 1.55 0.95
O 0.38 2.24 -1.14
C 0.64 -0.37 -0.75
F 0.52 -0.57 -2.03
F 1.95 -0.47 -0.54
F -0.06 -1.32 -0.11
C 0.01 0.75 2.07
C 0.17 1.57 3.31
H -0.57 1.40 4.10
H 1.18 1.52 3.72
H 0.02 2.61 3.04
H 0.59 -0.17 2.21
H -1.04 0.48 1.93
H -0.98 0.89 -0.42
C 3.77 -5.53 -5.43
C 2.88 -6.39 -4.53
C 1.45 -5.71 -4.40
O 1.52 -4.72 -3.41
C 0.25 -4.16 -3.17
N 2.83 -7.72 -5.07
H 3.93 -4.61 -4.88
H 3.24 -5.34 -6.36
H 4.73 -6.00 -5.68
H 3.32 -6.50 -3.53
H 0.83 -6.53 -4.06
H 1.20 -5.28 -5.37
H -0.45 -4.92 -2.81
H -0.23 -3.70 -4.04
H 0.36 -3.32 -2.48
H 2.20 -8.28 -4.50
H 2.30 -7.71 -5.93
C -2.95 -3.83 -0.51
C -4.08 -3.89 -1.57
C -3.52 -4.38 -2.91
O -3.04 -5.73 -2.76
C -2.45 -6.24 -4.01
N -5.18 -4.75 -1.04
H -3.19 -3.33 0.43
H -2.18 -3.14 -0.86
H -2.45 -4.78 -0.31
H -4.55 -2.93 -1.78
H -2.76 -3.66 -3.21
H -4.23 -4.35 -3.73
H -2.94 -5.70 -4.81
H -2.59 -7.31 -4.16
H -1.40 -5.95 -4.15
H -5.85 -4.91 -1.78
H -4.79 -5.68 -0.95
C 3.18 6.07 1.03
C 3.25 4.55 0.87
C 4.68 4.03 1.16
O 4.75 2.74 0.61
C 5.97 2.04 0.86
N 2.24 3.97 1.72
H 3.84 6.61 0.34
H 3.22 6.47 2.04
H 2.18 6.42 0.74
H 3.11 4.22 -0.16
H 4.99 4.05 2.21
H 5.37 4.67 0.60
H 6.09 1.87 1.93
H 6.85 2.45 0.36
H 5.90 1.04 0.43
H 2.24 4.48 2.60
H 2.48 3.04 2.03
C -6.68 0.00 3.33
C -6.63 -0.88 2.10
C -5.27 -1.64 1.96
O -4.11 -0.83 1.69
C -4.01 -0.41 0.31
N -7.75 -1.86 2.13
H -6.27 -0.42 4.24
H -7.70 0.35 3.48
H -6.11 0.92 3.21
H -6.78 -0.24 1.23
H -5.39 -2.39 1.18
H -5.08 -2.27 2.83
H -3.03 0.04 0.18
H -4.64 0.45 0.12
H -4.17 -1.15 -0.48
H -7.54 -2.58 1.46
H -7.76 -2.35 3.01
C -4.49 4.92 -0.68
C -3.32 4.73 0.26
C -3.42 3.37 1.03
O -2.34 3.29 1.94
C -2.63 3.99 3.17
N -2.18 4.72 -0.58
H -4.67 4.02 -1.28
H -4.38 5.73 -1.41
H -5.39 5.03 -0.08
H -3.33 5.62 0.90
H -3.39 2.55 0.32
H -4.41 3.25 1.48
H -2.95 5.03 3.19
H -1.74 3.96 3.80
H -3.32 3.39 3.76
H -2.40 4.08 -1.33
H -2.18 5.61 -1.07
C 0.28 0.71 -7.08
C 0.41 1.95 -6.15
C -0.71 2.90 -6.41
O -0.42 4.07 -5.71
C -1.34 5.08 -6.05
N 0.42 1.51 -4.74
H 0.35 0.93 -8.14
H -0.70 0.25 -6.92
H 1.06 -0.03 -6.88
H 1.35 2.50 -6.20
H -1.60 2.41 -6.02
H -0.87 3.00 -7.49
H -1.33 5.89 -5.32
H -2.35 4.68 -6.17
H -1.20 5.61 -6.99
H 0.96 0.66 -4.64
H -0.52 1.13 -4.68
C -1.30 -0.15 8.69
C -1.15 1.09 7.79
C -2.26 1.20 6.78
O -2.27 0.04 5.93
C -3.36 0.00 4.93
N -1.00 2.27 8.62
H -0.42 -0.33 9.31
H -1.43 -1.07 8.12
H -2.13 -0.16 9.39
H -0.26 0.91 7.18
H -2.20 2.16 6.25
H -3.15 1.21 7.41
H -4.32 0.04 5.43
H -3.24 -0.91 4.33
H -3.40 0.89 4.31
H -0.20 2.25 9.23
H -0.86 3.11 8.08
C -0.86 -4.63 2.92
C -2.16 -3.83 3.17
C -2.69 -3.83 4.64
O -3.15 -5.20 4.89
C -3.79 -5.41 6.14
N -1.76 -2.47 2.73
H -0.05 -4.22 3.52
H -0.50 -4.68 1.89
H -1.01 -5.68 3.18
H -2.87 -4.18 2.43
H -3.51 -3.12 4.74
H -1.94 -3.50 5.36
H -3.17 -5.10 6.98
H -3.93 -6.48 6.29
H -4.77 -4.94 6.14
H -1.47 -2.53 1.76
H -2.48 -1.77 2.67
C 2.16 3.26 6.24
C 1.09 4.13 5.51
C 0.54 5.21 6.44
O -0.19 4.67 7.54
C -0.77 5.71 8.33
N 1.72 4.81 4.37
H 1.69 2.68 7.03
H 2.92 3.86 6.72
H 2.69 2.46 5.72
H 0.29 3.48 5.16
H -0.15 5.82 5.86
H 1.36 5.83 6.80
H -0.02 6.43 8.63
H -1.25 5.31 9.22
H -1.53 6.19 7.71
H 2.31 5.49 4.83
H 1.03 5.36 3.87
C 2.08 -1.15 6.49
C 1.38 -1.43 5.08
C 2.14 -2.36 4.17
O 3.36 -1.70 3.75
C 3.26 -0.82 2.65
N 0.04 -1.87 5.32
H 1.42 -0.47 7.03
H 3.11 -0.82 6.36
H 2.12 -2.05 7.11
H 1.25 -0.52 4.49
H 1.54 -2.59 3.28
H 2.40 -3.36 4.52
H 4.26 -0.49 2.35
H 2.84 0.14 2.96
H 2.84 -1.32 1.78
H -0.51 -1.12 5.71
H -0.44 -2.03 4.44
C 1.98 -4.45 0.07
C 3.47 -4.51 -0.31
C 4.08 -5.99 -0.30
O 4.46 -6.40 1.01
C 4.85 -7.78 1.07
N 3.52 -3.77 -1.53
H 1.45 -3.51 -0.07
H 1.82 -4.54 1.14
H 1.54 -5.30 -0.45
H 3.95 -3.99 0.51
H 4.92 -5.95 -0.99
H 3.32 -6.70 -0.63
H 5.19 -7.97 2.09
H 5.70 -7.91 0.40
H 4.09 -8.52 0.81
H 2.89 -4.04 -2.27
H 3.33 -2.81 -1.29
C 4.30 5.95 -5.02
C 3.31 4.72 -4.85
C 3.71 3.96 -3.59
O 2.80 2.87 -3.26
C 3.39 1.73 -2.67
N 1.99 5.26 -4.67
H 4.41 6.57 -4.13
H 4.03 6.61 -5.84
H 5.25 5.44 -5.19
H 3.47 4.05 -5.69
H 3.72 4.48 -2.63
H 4.70 3.54 -3.73
H 3.87 1.83 -1.70
H 4.12 1.24 -3.31
H 2.63 0.95 -2.58
H 1.58 5.61 -5.53
H 2.09 6.12 -4.15
C 3.79 1.27 -7.74
C 4.74 0.65 -6.71
C 4.20 -0.67 -6.12
O 3.00 -0.45 -5.37
C 2.46 -1.58 -4.77
N 5.94 0.46 -7.49
H 4.00 2.29 -8.06
H 2.80 1.38 -7.28
H 3.61 0.61 -8.58
H 4.86 1.39 -5.92
H 4.95 -1.03 -5.42
H 3.98 -1.47 -6.83
H 3.26 -2.08 -4.22
H 2.08 -2.19 -5.59
H 1.73 -1.29 -4.01
H 6.42 1.33 -7.62
H 6.55 -0.12 -6.94
*
```

Here are the Löwdin charges for atoms 1 to 6, given in e:
1. Sr 1.539
2. Sr 1.563
3. C -0.380
4. O -0.155
5. O -0.332
6. C -0.548

=====

3.
Density functional theory data (the ωB97M-V functional and the def2-TZVPD basis) for one molecule with the formula C5H14N2O.

Calculated values
SMILES string = CN(CCN)CCO
lowest unoccupied orbital energy = 0.0367 hartree

```
! wB97M-V def2-TZVPD RIJCOSX def2/J DEFGRID3
* xyz 0 1
N -2.84 1.94 0.44
C -1.84 1.24 1.21
C -0.43 1.22 0.55
N 0.05 -0.14 0.32
C -0.74 -0.76 -0.75
C 1.47 -0.11 -0.06
C 2.08 -1.51 -0.11
O 2.37 -1.97 -1.42
H -3.24 2.78 0.85
H -3.50 1.45 -0.14
H -1.73 1.72 2.17
H -2.15 0.22 1.40
H 0.29 1.75 1.17
H -0.52 1.79 -0.39
H -1.68 -1.12 -0.33
H -0.24 -1.67 -1.09
H -0.89 -0.09 -1.60
H 1.99 0.47 0.70
H 1.60 0.39 -1.03
H 2.97 -1.54 0.54
H 1.37 -2.22 0.32
H 3.14 -1.48 -1.76
*
```

Here are the Löwdin charges for atoms 1 to 6, given in e:
1. N -0.012
2. C -0.261
3. C -0.224
4. N -0.231
5. C -0.089
6. C -0.197

=====

4.
Density functional theory data (the ωB97M-V functional and the def2-TZVPD basis) for one molecule with the formula C4H3NOS in a non-equilibrium geometry.

Calculated values
SMILES string = N#CC1=CSCO1
lowest unoccupied orbital energy = -0.0102 hartree

```
! wB97M-V def2-TZVPD RIJCOSX def2/J DEFGRID3
* xyz 0 1
C 2.07 -0.36 -0.21
C 0.60 -0.12 -0.14
C -0.26 -1.11 -0.15
C -1.20 1.26 0.03
H 0.05 -2.02 0.00
H -1.36 1.85 1.05
H -1.43 1.63 -0.93
N 3.31 -0.01 0.28
O 0.20 1.15 -0.14
S -1.83 -0.54 0.11
*
```

Here are the Löwdin charges for atoms 1 to 6, given in e:
1. C -0.002
2. C -0.471
3. C -0.409
4. C -0.324
5. H 0.036
6. H 0.146

=====

5.
Density functional theory data (the ωB97M-V functional and the def2-TZVPD basis) for an isolated ion of composition C34H45N6 and charge +1 in a non-equilibrium geometry.

Calculated values
SMILES string = CCN1CCN2CCN(CC)c3c[n+](C(c4ccc5c(c4)CCCN5C)c4ccc5c(c4)CCCN5C)cc1c32
lowest unoccupied orbital energy = -0.0820 hartree

```
! wB97M-V def2-TZVPD RIJCOSX def2/J DEFGRID3
* xyz 1 1
C 5.01 -2.16 2.57
N 4.87 -0.73 2.60
C 6.10 -0.01 2.31
C 5.97 1.47 2.63
C 4.76 2.07 1.92
C 3.55 1.19 1.97
C 3.66 -0.11 2.52
C 2.47 -0.75 2.94
C 1.24 -0.18 2.63
C 1.16 0.87 1.69
C -0.14 1.23 0.97
C -1.44 0.71 1.63
C -2.53 1.57 1.82
C -3.78 1.09 2.22
C -3.97 -0.30 2.39
N -5.23 -0.82 2.54
C -5.47 -2.24 2.36
C -6.41 0.02 2.48
C -6.14 1.38 3.11
C -4.91 2.03 2.46
C -2.84 -1.15 2.37
C -1.61 -0.65 1.96
C 2.33 1.58 1.43
H 4.05 -2.67 2.69
H 5.46 -2.49 1.61
H 5.69 -2.48 3.37
H 6.90 -0.48 2.90
H 6.37 -0.15 1.25
H 5.86 1.59 3.71
H 6.89 1.98 2.33
H 4.52 3.04 2.38
H 5.00 2.28 0.87
H 2.50 -1.67 3.53
H 0.36 -0.56 3.12
H -0.19 2.33 0.94
H -2.39 2.63 1.60
H -4.97 -2.84 3.13
H -6.55 -2.40 2.44
H -5.14 -2.59 1.36
H -6.73 0.14 1.43
H -7.21 -0.51 3.01
H -7.03 2.01 2.99
H -5.97 1.25 4.18
H -4.58 2.86 3.09
H -5.22 2.48 1.50
H -2.93 -2.20 2.67
H -0.80 -1.35 1.80
H 2.27 2.49 0.82
C 1.39 3.94 -3.78
C 2.35 2.80 -3.46
N 1.76 1.47 -3.60
C 2.37 0.64 -4.61
C 1.46 -0.42 -5.18
N 0.54 -0.93 -4.21
C -0.06 -2.19 -4.54
C -1.37 -2.41 -3.83
N -1.30 -2.02 -2.45
C -2.36 -2.54 -1.58
C -1.81 -3.21 -0.33
C -0.59 -0.91 -2.09
C -0.83 -0.26 -0.88
N -0.07 0.78 -0.44
C 0.80 1.38 -1.33
C 0.99 0.87 -2.62
C 0.36 -0.36 -2.99
H 1.91 4.90 -3.69
H 1.02 3.86 -4.81
H 0.53 3.95 -3.10
H 3.18 2.83 -4.18
H 2.77 2.92 -2.45
H 2.70 1.30 -5.42
H 3.26 0.14 -4.18
H 0.89 -0.02 -6.04
H 2.07 -1.25 -5.56
H -0.21 -2.23 -5.63
H 0.63 -3.01 -4.28
H -2.17 -1.85 -4.35
H -1.64 -3.48 -3.86
H -3.06 -1.73 -1.32
H -2.92 -3.27 -2.18
H -2.63 -3.51 0.33
H -1.24 -4.10 -0.60
H -1.14 -2.55 0.23
H -1.68 -0.56 -0.29
H 1.32 2.25 -0.94
*
```

Here are the Löwdin charges for atoms 1 to 6, given in e:
1. C -0.047
2. N -0.148
3. C -0.175
4. C -0.161
5. C -0.149
6. C -0.148

=====

6.
Density functional theory data (the ωB97M-V functional and the def2-TZVPD basis) for a 4-piece molecular cluster, C36H42BN3O7P2 overall in a non-equilibrium geometry.

Calculated values
SMILES string = CC[C@@H](C)c1cc2nc(P(C)CC)c(B(N)O)nc2c(C)c1P(C)C.O=C1C=CC(=O)C=C1.O=C1C=CC(=O)C=C1.O=C1C=CC(=O)C=C1
lowest unoccupied orbital energy = -0.0634 hartree

```
! wB97M-V def2-TZVPD RIJCOSX def2/J DEFGRID3
* xyz 0 1
C 1.90 -4.05 2.51
C 1.12 -2.69 2.35
C -0.19 -2.76 1.44
C -1.43 -2.43 2.41
C -0.10 -1.63 0.37
C -0.27 -0.27 0.82
C -0.24 0.93 -0.08
N -0.47 2.16 0.52
C -0.39 3.14 -0.43
P -0.72 4.91 0.16
C -0.25 5.09 1.97
C -2.59 5.11 0.01
C -3.07 6.59 0.37
C -0.08 2.96 -1.89
B 0.03 4.21 -2.92
N -0.98 5.29 -3.05
O 1.18 4.19 -3.75
N 0.13 1.72 -2.42
C 0.03 0.68 -1.50
C 0.22 -0.72 -2.03
C 0.49 -0.87 -3.57
C 0.15 -1.87 -1.11
P 0.34 -3.55 -1.87
C 1.41 -4.71 -0.86
C -1.30 -4.32 -2.35
H 2.73 -3.85 3.26
H 2.41 -4.40 1.58
H 1.28 -4.87 2.97
H 0.82 -2.39 3.40
H 1.83 -1.88 2.01
H -0.41 -3.78 1.03
H -1.70 -3.38 2.95
H -1.16 -1.65 3.18
H -2.27 -2.08 1.77
H -0.44 -0.09 1.92
H -1.12 5.59 2.48
H 0.00 4.11 2.46
H 0.61 5.80 2.08
H -3.08 4.40 0.74
H -2.98 4.87 -1.01
H -3.20 6.73 1.48
H -4.05 6.74 -0.15
H -2.36 7.37 -0.04
H -1.91 4.94 -2.84
H -0.70 6.05 -2.43
H 1.64 5.04 -3.71
H 0.69 -1.92 -3.88
H -0.44 -0.49 -4.08
H 1.35 -0.18 -3.80
H 1.59 -5.62 -1.52
H 0.96 -5.10 0.09
H 2.43 -4.25 -0.72
H -1.26 -5.44 -2.48
H -2.17 -3.99 -1.71
H -1.54 -3.92 -3.38
C 5.70 0.11 2.88
C 5.53 -1.15 2.49
C 5.35 -2.24 3.48
O 5.20 -3.39 3.13
C 5.37 -1.87 4.91
C 5.53 -0.61 5.30
C 5.71 0.48 4.31
O 5.86 1.63 4.66
H 5.83 0.92 2.17
H 5.52 -1.44 1.45
H 5.23 -2.68 5.62
H 5.54 -0.32 6.34
C 3.73 -9.11 -4.53
C 2.93 -8.05 -4.64
C 3.21 -6.80 -3.91
O 2.49 -5.83 -4.01
C 4.41 -6.77 -3.03
C 5.20 -7.83 -2.91
C 4.92 -9.09 -3.65
O 5.65 -10.05 -3.54
H 3.54 -10.04 -5.06
H 2.06 -8.05 -5.28
H 4.59 -5.85 -2.50
H 6.08 -7.83 -2.28
C -8.14 7.95 -0.23
C -9.15 8.15 0.62
C -9.23 7.41 1.90
O -10.14 7.58 2.68
C -8.14 6.44 2.20
C -7.14 6.25 1.35
C -7.06 6.99 0.07
O -6.14 6.81 -0.70
H -8.06 8.48 -1.17
H -9.95 8.85 0.42
H -8.22 5.91 3.14
H -6.34 5.55 1.55
*
```

Here are the Löwdin charges for atoms 1 to 6, given in e:
1. C -0.115
2. C -0.205
3. C -0.304
4. C -0.087
5. C -0.172
6. C 0.022

=====

> Which formula does entry 6 have?

C36H42BN3O7P2